[1]
{"formula": "C23H53F2N2O5", "method": "ωB97M-V/def2-TZVPD", "charge": 1, "lumo_energy_ha": -0.1131, "orbital_gap_ev": 8.907, "e_homo_ev": -12.0, "e_tot_ev": -43356.1606, "species": ["C", "C", "C", "F", "C", "N", "C", "C", "C", "C", "F", "N", "H", "H", "H", "H", "H", "H", "H", "H", "H", "H", "H", "H", "H", "C", "C", "C", "O", "H", "H", "H", "H", "H", "H", "H", "H", "C", "C", "C", "O", "H", "H", "H", "H", "H", "H", "H", "H", "C", "C", "C", "O", "H", "H", "H", "H", "H", "H", "H", "H", "C", "C", "C", "O", "H", "H", "H", "H", "H", "H", "H", "H", "C", "C", "C", "O", "H", "H", "H", "H", "H", "H", "H", "H"], "coordinates": [[-1.6554, 1.7610, -2.8250], [-0.9876, 2.8818, -1.9141], [-1.6442, 3.0456, -0.4834], [-3.0137, 2.6682, -0.4485], [-0.8156, 2.1797, 0.5285], [-0.1790, 2.4899, 1.6931], [0.4614, 1.3250, 2.2230], [0.1242, 0.3142, 1.2551], [0.4793, -1.1978, 1.1326], [1.9060, -1.2651, 0.4038], [2.8657, -1.1125, 1.4571], [-0.6682, 0.8425, 0.1779], [-2.0420, 2.2459, -3.7712], [-2.4940, 1.1949, -2.3385], [-0.8533, 1.0239, -3.1364], [-0.9587, 3.8529, -2.4732], [0.0841, 2.5605, -1.7378], [-1.6105, 4.1131, -0.1258], [-0.1469, 3.4231, 2.1145], [1.0691, 1.1670, 3.1398], [-0.2722, -1.7412, 0.4809], [0.5104, -1.7244, 2.1219], [1.9268, -0.3640, -0.2833], [2.0491, -2.2148, -0.1645], [-1.0191, 0.3052, -0.6161], [-4.6301, -0.4650, 3.4402], [-3.4699, -1.3137, 2.9471], [-2.3022, -1.2729, 3.9195], [-3.0418, -0.8379, 1.6672], [-4.3319, 0.5839, 3.5370], [-5.4570, -0.4946, 2.7275], [-4.9914, -0.8153, 4.4090], [-3.8008, -2.3457, 2.8144], [-1.9252, -0.2507, 4.0325], [-1.4718, -1.8781, 3.5474], [-2.5935, -1.6474, 4.9025], [-2.7460, 0.0749, 1.7717], [-0.1805, -3.1939, -4.0570], [1.0905, -2.5938, -3.4772], [2.3301, -3.2408, -4.0731], [1.0963, -2.7706, -2.0565], [-0.2417, -4.2636, -3.8363], [-1.0632, -2.7277, -3.6123], [-0.2223, -3.0588, -5.1395], [1.1095, -1.5178, -3.6692], [2.3540, -4.3122, -3.8529], [3.2349, -2.8081, -3.6400], [2.3631, -3.1071, -5.1560], [1.0795, -3.7198, -1.8757], [-3.7772, -5.6990, -0.4473], [-4.7340, -5.6147, 0.7318], [-6.0583, -4.9875, 0.3257], [-4.1394, -4.8394, 1.7725], [-3.5518, -4.7011, -0.8376], [-2.8269, -6.1412, -0.1390], [-4.1975, -6.3022, -1.2550], [-4.9095, -6.6148, 1.1342], [-5.9098, -3.9659, -0.0386], [-6.7310, -4.9234, 1.1837], [-6.5471, -5.5694, -0.4587], [-3.9796, -3.9522, 1.4265], [1.3135, 6.1454, -1.2949], [1.1169, 6.3795, 0.1939], [2.4456, 6.5805, 0.9031], [0.4348, 5.2560, 0.7672], [1.9098, 5.2444, -1.4723], [0.3512, 5.9917, -1.7898], [1.8157, 6.9929, -1.7642], [0.4828, 7.2550, 0.3472], [3.0802, 5.6945, 0.8003], [2.2898, 6.7364, 1.9730], [2.9816, 7.4413, 0.4996], [0.9900, 4.4760, 0.6354], [7.2499, 0.7294, -0.1442], [5.9465, 1.3227, 0.3662], [5.3529, 0.4790, 1.4826], [5.0101, 1.4127, -0.7106], [7.0875, -0.2727, -0.5532], [7.6583, 1.3394, -0.9528], [7.9928, 0.6637, 0.6534], [6.1229, 2.3387, 0.7274], [5.1259, -0.5295, 1.1296], [4.4122, 0.9116, 1.8305], [6.0383, 0.4055, 2.3301], [4.8488, 0.5185, -1.0367]], "forces_ev_per_angstrom": [[0.42, 0.08, -0.43], [0.12, -0.60, 0.04], [0.46, 1.16, 0.62], [1.63, -0.04, 0.00], [-1.27, -0.68, -1.71], [-0.13, -1.78, -0.95], [-1.62, -2.17, -3.45], [0.04, -0.81, 0.67], [0.67, 0.36, -0.60], [-1.11, 0.41, 1.09], [-0.92, -0.17, -1.43], [2.26, 2.53, 4.95], [0.30, -0.72, 1.15], [0.73, 0.69, -0.40], [-0.98, 0.76, 0.28], [-0.17, -0.85, 0.77], [-1.09, 0.67, -0.21], [0.05, -1.07, -0.47], [-0.23, -0.24, -0.41], [-0.73, 0.70, -0.92], [0.67, 0.84, 0.78], [0.08, 0.63, -0.91], [0.58, -1.13, 0.65], [0.14, 0.94, 0.74], [-0.06, 0.51, 0.31], [-0.24, -0.08, -0.11], [0.07, 0.61, 0.44], [0.17, -0.23, -0.02], [0.20, -0.22, -0.45], [0.10, -0.06, 0.09], [0.04, -0.07, 0.06], [0.02, 0.05, -0.04], [0.07, 0.08, -0.14], [-0.16, 0.04, 0.05], [-0.10, -0.07, 0.06], [0.05, 0.04, -0.04], [-0.21, -0.08, 0.13], [-0.21, 0.18, 0.03], [-0.02, -0.74, -0.30], [0.23, 0.17, 0.03], [-0.10, 0.27, 0.21], [0.12, 0.02, -0.08], [0.04, 0.03, -0.07], [-0.01, -0.04, 0.05], [0.02, -0.01, 0.23], [-0.13, 0.02, -0.08], [-0.06, 0.04, -0.07], [0.01, -0.04, 0.06], [-0.03, 0.08, -0.12], [0.20, -0.22, -0.01], [-0.01, 0.55, -0.45], [-0.22, -0.08, 0.13], [0.10, -0.11, 0.31], [-0.16, 0.01, -0.01], [-0.09, -0.05, 0.01], [0.04, 0.05, 0.01], [0.10, 0.13, 0.16], [0.09, -0.07, -0.09], [0.04, -0.08, -0.05], [0.01, 0.06, 0.02], [-0.06, -0.15, -0.08], [-0.26, -0.05, -0.12], [0.72, 0.00, -0.30], [-0.04, 0.06, 0.28], [-0.48, -0.44, 0.28], [0.12, 0.09, 0.08], [0.03, 0.12, 0.02], [-0.02, -0.07, 0.01], [-0.14, -0.22, 0.12], [-0.01, 0.04, -0.16], [-0.02, 0.08, -0.08], [-0.01, -0.07, 0.02], [0.24, 0.32, -0.19], [0.17, 0.19, -0.11], [0.11, -0.71, 0.00], [0.01, 0.18, 0.16], [-0.26, 0.33, -0.06], [-0.05, -0.02, 0.14], [-0.01, 0.02, 0.10], [-0.03, -0.03, -0.05], [-0.14, 0.03, -0.20], [0.15, 0.05, 0.00], [0.08, 0.01, 0.01], [-0.03, -0.01, -0.04], [0.12, 0.08, 0.06]], "lowdin_charge": [-0.091, -0.163, -0.203, -0.015, -0.149, 0.146, 0.064, -0.175, -0.079, -0.137, -0.091, 0.215, 0.092, 0.078, 0.074, 0.113, 0.115, 0.146, 0.168, 0.152, 0.127, 0.122, 0.125, 0.101, 0.175, -0.050, -0.480, -0.051, -0.072, 0.082, 0.085, 0.088, 0.125, 0.075, 0.068, 0.090, 0.062, -0.058, -0.491, -0.055, -0.091, 0.086, 0.075, 0.086, 0.133, 0.087, 0.081, 0.087, 0.099, -0.067, -0.493, -0.062, -0.064, 0.076, 0.078, 0.082, 0.141, 0.080, 0.081, 0.082, 0.062, -0.053, -0.472, -0.053, -0.090, 0.085, 0.071, 0.090, 0.145, 0.084, 0.083, 0.089, 0.069, -0.061, -0.496, -0.073, -0.069, 0.083, 0.082, 0.083, 0.138, 0.070, 0.065, 0.086, 0.080]}



[2]
{"formula": "C5H10N2O", "method": "ωB97M-V/def2-TZVPD", "charge": 0, "lumo_energy_ha": 0.0323, "orbital_gap_ev": 8.929, "e_homo_ev": -8.0, "e_tot_ev": -10372.3614, "species": ["C", "C", "C", "C", "N", "C", "N", "O", "H", "H", "H", "H", "H", "H", "H", "H", "H", "H"], "coordinates": [[-1.8316, 0.3129, 0.9616], [-1.0109, 0.1818, -0.2824], [-0.7513, -1.1555, -0.9146], [0.4108, -0.4492, -0.2610], [1.0814, -0.9482, 0.9323], [0.9553, 0.7366, -0.9705], [1.8758, 1.4950, -0.2638], [-0.6266, 1.3552, -0.9263], [-2.7191, 0.9113, 0.7348], [-2.1681, -0.6550, 1.3458], [-1.2755, 0.8280, 1.7494], [-1.1397, -2.0331, -0.4116], [-0.7693, -1.2143, -1.9982], [0.4337, -1.3888, 1.5794], [1.7862, -1.6431, 0.7005], [1.1240, 0.6578, -2.0429], [2.7860, 1.6480, -0.6759], [1.8388, 1.3605, 0.7432]], "forces_ev_per_angstrom": [[-0.44, 0.20, -0.08], [1.69, -1.19, 2.06], [0.18, 0.84, -1.51], [-1.35, -1.23, 1.81], [0.06, 0.16, -0.41], [-1.65, 1.15, -0.15], [-0.53, -0.07, -0.25], [1.82, -0.22, -0.99], [-0.02, -0.05, 0.10], [0.06, 0.09, -0.11], [-0.02, 0.05, -0.08], [0.07, 0.15, 0.13], [-0.05, -0.14, -0.12], [-0.01, 0.20, -0.19], [-0.13, 0.03, 0.00], [0.39, 0.06, 0.12], [-0.39, 0.11, 0.11], [0.31, -0.13, -0.43]], "nbo_charge": [-0.639, 0.284, -0.448, -0.022, -0.844, 0.273, -0.820, -0.587, 0.230, 0.206, 0.214, 0.223, 0.211, 0.368, 0.361, 0.192, 0.394, 0.403]}